Record 1
The following is a DFT calculation (ωB97M-V/def2-TZVPD) of an isolated molecule of CH3NO3 at a distorted geometry.

Properties
Frontier orbital gap in eV: 10.51
2S+1: 1
SMILES: C1NOOO1
HOMO energy in eV: -9.5970

Cartesian coordinates (Å):
C 0.6277 -0.3570 -0.3173
N 0.1901 0.9584 0.2082
O -1.1045 1.0221 -0.1715
O -1.6862 -0.4572 -0.0402
O -0.5610 -1.1978 0.1781
H 0.8338 -0.3272 -1.3190
H 1.4884 -0.7324 0.2023
H 0.2116 1.0909 1.2594

Forces on the atoms, in the same order (eV/Å):
-2.160 0.700 4.362
-0.587 -0.942 0.423
0.236 0.093 -0.163
0.181 0.840 -0.272
2.223 0.365 -0.637
-0.444 -0.007 -2.737
0.239 -0.232 0.478
0.312 -0.817 -1.453

Record 2
The following is a DFT calculation (ωB97M-V/def2-TZVPD) of a cluster of 8 separate species, C33H47BrF10N3O23P2 in total at a distorted geometry.

Properties
Total charge: +1
Frontier orbital gap in eV: 7.74
2S+1: 1
HOMO energy in eV: -10.9309

Cartesian coordinates (Å):
C -4.6877 -2.8341 -0.3048
C -5.3732 -1.7080 -1.0987
P -4.5989 -0.0305 -0.9154
C -4.3931 0.1912 0.9121
C -2.9075 -0.0429 -1.7765
P -3.2516 0.8463 -3.4234
O -2.0430 0.2832 -4.3970
Br -5.1807 -0.0038 -4.2291
N -2.4710 -1.4375 -2.1202
C -1.2138 -1.8084 -1.5478
C -0.8895 -3.2773 -1.7648
O 0.4793 -3.4600 -1.3570
C 0.7072 -4.5832 -0.6705
F 0.0685 -5.6083 -1.1302
F 0.4178 -4.4214 0.6030
F 1.9933 -4.8431 -0.7367
C -1.3662 -1.5616 -0.0603
N -1.2686 -0.0639 0.1435
C -1.8566 0.7562 -0.9622
C -0.8199 1.5038 -1.7939
C 0.3415 2.1248 -0.9792
C 1.6326 1.2937 -1.1750
N 2.5155 1.3288 0.0053
H -4.3806 -2.5364 0.6916
H -5.3941 -3.6534 -0.2129
H -3.8635 -3.2402 -0.8741
H -6.3698 -1.5766 -0.7004
H -5.4334 -2.0098 -2.1307
H -3.9080 1.1508 1.0892
H -5.3866 0.2989 1.3177
H -3.8090 -0.5702 1.4376
H -2.2049 0.6765 -5.2691
H -2.5348 -1.6343 -3.1113
H -0.3578 -1.2554 -1.9530
H -1.5944 -3.8609 -1.1825
H -0.9444 -3.4956 -2.8249
H -0.5465 -2.0039 0.4885
H -2.3244 -1.8990 0.3075
H -1.7927 0.1473 0.9953
H -0.2936 0.1445 0.3618
H -2.4545 1.5243 -0.4834
H -1.3257 2.3264 -2.2805
H -0.4453 0.8550 -2.5807
H 0.5265 3.1262 -1.3436
H 0.1090 2.1506 0.0863
H 1.4072 0.2375 -1.3277
H 2.1807 1.6794 -2.0207
H 3.0703 2.1763 0.0122
H 1.9594 1.2774 0.8487
C -6.5900 -5.1071 -5.0249
C -6.4648 -5.7771 -3.6791
O -6.4954 -4.6772 -2.7847
C -7.2303 -3.6944 -3.3914
O -7.6711 -2.7479 -2.8344
O -7.3838 -3.9575 -4.7128
F -5.2793 -6.4207 -3.5461
H -5.6219 -4.7861 -5.4127
H -7.0808 -5.7315 -5.7668
H -7.2770 -6.4638 -3.4369
C -6.8365 -2.7758 4.2856
C -7.5116 -1.5101 4.7521
O -7.3410 -0.6456 3.6381
C -7.2788 -1.4357 2.5310
O -7.4003 -1.0434 1.4173
O -7.0641 -2.7302 2.8713
F -6.8870 -0.9766 5.8260
H -5.7635 -2.7616 4.4820
H -7.2661 -3.6735 4.7223
H -8.5756 -1.6159 4.9681
C 3.9928 0.3201 2.7444
C 4.0428 -0.4128 4.0612
O 3.9502 0.6468 5.0026
C 3.2482 1.6485 4.4059
O 2.7635 2.5679 4.9742
O 3.1703 1.4501 3.0610
F 5.2165 -1.0569 4.2313
H 4.9783 0.6633 2.4285
H 3.5535 -0.2706 1.9455
H 3.2216 -1.1142 4.2238
C 2.7030 6.0241 5.5374
C 1.5127 6.7494 4.9663
O 2.0742 7.9803 4.5447
C 3.3808 7.7314 4.2361
O 4.0735 8.4597 3.6077
O 3.7739 6.5337 4.7335
F 0.5701 6.9912 5.9083
H 2.8775 6.2817 6.5829
H 2.6272 4.9435 5.4464
H 1.0471 6.2535 4.1125
C 5.6691 1.1244 -4.4127
C 5.7036 0.3835 -3.0983
O 5.5927 1.4343 -2.1521
C 4.8958 2.4352 -2.7581
O 4.3994 3.3474 -2.1849
O 4.8374 2.2486 -4.0967
F 6.8784 -0.2578 -2.9120
H 6.6577 1.4747 -4.7106
H 5.2412 0.5376 -5.2214
H 4.8827 -0.3221 -2.9536
C 4.9980 9.0241 0.3012
C 6.1995 9.9251 0.4231
O 6.3653 10.3977 -0.9029
C 5.1272 10.3957 -1.4830
O 4.8513 10.9621 -2.4842
O 4.2551 9.6569 -0.7469
F 7.3085 9.2367 0.7884
H 5.2736 8.0143 -0.0077
H 4.4164 8.9693 1.2179
H 6.0636 10.7721 1.0971
C 3.9388 -6.9937 -0.0765
C 5.4456 -7.0510 -0.0356
O 5.6916 -8.3471 0.4725
C 4.6356 -9.1314 0.0921
O 4.6280 -10.3114 0.1180
O 3.5946 -8.3574 -0.3276
F 5.9573 -6.1330 0.8225
H 3.5148 -6.6805 0.8792
H 3.5648 -6.3488 -0.8599
H 5.9299 -6.9436 -1.0078

Forces on the atoms, in the same order (eV/Å):
-0.637 -0.157 -0.566
1.382 -0.101 1.117
-1.134 0.820 -0.462
1.188 -0.053 -0.540
0.032 -2.357 -0.572
-0.508 2.078 0.425
-0.610 -0.597 0.309
0.618 -0.469 0.112
-0.090 0.319 -0.113
0.047 -0.439 0.253
-0.041 0.790 -0.162
-0.649 0.535 -0.475
1.074 0.810 -0.272
-1.220 -1.544 -0.571
-0.711 0.041 1.569
1.190 0.012 -0.098
0.917 0.549 -0.395
-0.506 -0.869 0.902
-0.744 1.072 -1.065
0.604 0.148 0.393
0.128 -1.190 -0.905
0.123 0.248 1.602
0.010 -0.122 -0.718
0.052 -0.013 0.209
-0.149 -0.131 0.245
0.412 0.043 0.051
-0.331 0.205 -0.138
-0.094 0.305 -0.313
-0.010 0.203 -0.015
-0.315 -0.244 0.152
-0.298 -0.202 0.214
0.268 -0.111 -0.003
0.184 0.142 -0.037
0.161 0.187 0.163
0.051 -0.443 -0.050
-0.225 -0.306 -0.127
0.097 -0.144 0.275
-0.181 -0.098 -0.037
0.029 0.093 0.007
-0.033 0.404 -0.454
0.083 0.198 0.357
-0.433 -0.022 -0.212
0.215 0.025 -0.113
-0.038 0.324 0.292
-0.083 0.329 0.101
-0.216 -0.116 -0.373
0.130 -0.110 -0.367
-0.031 0.045 0.192
0.198 0.294 0.173
-0.160 -0.048 -0.375
0.367 0.042 0.059
-0.351 -0.045 -0.195
-0.127 0.211 -0.085
0.052 -0.037 -0.039
0.148 -0.164 0.263
-0.007 0.021 0.076
0.081 -0.071 0.147
-0.173 0.146 0.020
0.092 -0.093 0.041
-0.036 -0.413 0.033
0.296 0.208 0.193
-0.246 -0.346 -0.145
-0.045 -0.022 -0.124
0.170 0.019 0.063
-0.016 0.257 0.118
-0.025 0.057 -0.051
-0.019 0.166 0.081
-0.086 -0.038 -0.214
0.015 0.071 0.093
-0.016 -0.171 -0.402
0.478 0.126 0.130
-0.499 -0.002 -0.288
0.156 0.164 0.124
-0.016 0.038 -0.044
-0.020 -0.195 0.224
-0.057 -0.005 0.063
0.069 -0.067 0.145
-0.126 0.172 -0.034
0.078 -0.073 0.065
0.157 -0.504 0.115
-0.056 0.291 0.373
0.177 -0.354 -0.303
0.165 0.086 0.065
-0.014 0.038 -0.026
-0.274 0.194 -0.063
-0.039 0.027 -0.079
-0.147 0.155 -0.016
0.176 0.021 -0.162
-0.118 0.018 0.052
-0.085 -0.045 -0.401
0.466 0.068 0.075
-0.421 -0.115 -0.251
0.114 0.332 0.035
-0.140 -0.045 0.123
0.076 -0.247 0.212
-0.055 -0.021 0.068
0.068 -0.064 0.159
-0.173 0.148 0.012
0.077 -0.081 0.049
-0.420 -0.164 0.291
0.294 -0.252 -0.173
-0.415 0.167 0.201
-0.048 -0.034 -0.203
0.035 -0.056 -0.017
0.312 0.100 0.024
0.032 0.065 -0.021
0.210 0.064 -0.019
-0.124 0.126 -0.093
0.114 -0.034 0.065
-0.192 -0.013 -0.170
0.085 -0.033 0.476
-0.221 0.038 -0.456
-0.066 -0.228 0.121
-0.013 0.043 0.050
0.289 0.098 0.076
0.051 -0.005 -0.037
0.188 0.026 0.074
-0.031 -0.198 -0.180
0.085 0.103 0.053

Record 3
The following is a DFT calculation (ωB97M-V/def2-TZVPD) of a structure of composition C46H35N6O2SiTb at a distorted geometry.

Properties
Frontier orbital gap (spin up / spin down) in eV: 6.51 / 6.52
2S+1: 7
HOMO energy (spin up / spin down) in eV: -8.2648 / -8.2681

Cartesian coordinates (Å):
Tb 18.4313 13.0724 10.1143
O 18.1947 14.9340 11.2799
C 19.3335 15.3723 11.6580
N 20.0016 16.2929 11.0125
C 21.3615 16.6092 11.2061
C 22.2390 15.7269 10.3895
C 21.8045 15.2836 9.1244
C 22.6793 14.5053 8.3652
C 23.9132 14.2294 8.8565
C 24.2435 14.6554 10.1317
N 23.4251 15.3662 10.8700
C 19.8910 14.6221 12.8453
C 20.3403 15.2059 14.0214
C 20.6477 14.3381 15.0833
C 20.5880 12.9645 14.9517
C 20.0374 12.5028 13.7590
N 19.7647 13.3012 12.7242
H 21.7552 16.6677 12.2599
H 21.5438 17.6232 10.8023
H 20.9046 15.6401 8.6658
H 22.3366 14.0976 7.4046
H 24.6035 13.6496 8.2526
H 25.2111 14.3367 10.5879
H 20.4055 16.2781 14.1469
H 20.9377 14.7306 16.0619
H 21.0922 12.3402 15.6759
H 19.7605 11.4302 13.6317
N 8.3180 14.8960 9.8704
C 9.4549 14.7943 9.9485
C 10.8351 14.7349 9.8939
C 11.4957 15.1061 8.7571
C 12.7922 14.6218 8.5760
C 13.5121 13.9931 9.6332
C 12.8358 13.8831 10.8857
C 11.4896 14.1760 10.9795
C 14.9093 13.4943 9.5833
C 15.8102 14.1715 8.7391
C 15.6137 15.4945 8.1716
C 16.7527 15.8043 7.3679
C 17.5787 14.6762 7.4665
N 17.0890 13.7576 8.3688
C 15.2677 12.3990 10.3936
C 14.4071 11.4640 11.0866
C 15.2349 10.6079 11.8418
C 16.5477 10.9670 11.5161
N 16.6177 11.9965 10.6326
H 11.0046 15.6929 7.9919
H 13.1974 14.6916 7.5833
H 13.3247 13.5156 11.7922
H 10.9415 13.9993 11.9069
H 14.7340 16.1456 8.2110
H 16.8704 16.6854 6.7186
H 18.4360 14.4641 6.8779
H 13.3105 11.4826 11.0676
H 14.9694 9.8173 12.4732
H 17.3969 10.4544 11.9186
O 19.6537 11.3010 9.9767
Si 20.1307 9.7708 9.9436
C 18.7718 8.4767 9.6388
C 18.0894 7.8950 10.7367
C 17.1308 6.9226 10.5244
C 16.6834 6.6623 9.2369
C 17.3181 7.2648 8.1653
C 18.3368 8.2000 8.3257
C 21.1162 9.2617 11.4651
C 21.4078 7.9455 11.7081
C 22.2449 7.5998 12.7616
C 22.7929 8.5560 13.5983
C 22.4379 9.9008 13.3950
C 21.6828 10.2604 12.2699
C 21.3707 9.5827 8.5800
C 22.3682 8.5961 8.5775
C 23.4033 8.6773 7.6486
C 23.4230 9.6554 6.6671
C 22.3858 10.5948 6.6126
C 21.3388 10.4897 7.5243
H 18.4580 8.0495 11.7345
H 16.7415 6.3228 11.3559
H 15.8627 6.0207 9.0348
H 16.9692 6.9611 7.1895
H 18.8215 8.6319 7.4541
H 20.9260 7.1769 11.1417
H 22.5660 6.5730 12.8844
H 23.4390 8.2952 14.4302
H 22.8967 10.6849 14.0368
H 21.4792 11.3164 12.0161
H 22.3328 7.8238 9.3416
H 24.1782 7.9026 7.6894
H 24.1855 9.7078 5.8833
H 22.3682 11.3437 5.8162
H 20.5008 11.1988 7.4109

Forces on the atoms, in the same order (eV/Å):
2.225 -0.033 0.385
-0.912 -0.174 -0.334
2.788 1.875 -0.281
-2.481 -1.246 0.156
1.129 1.074 1.266
-0.009 -0.905 -1.139
1.062 0.054 0.061
-1.663 0.315 -0.416
1.245 -0.824 -0.114
0.993 -0.772 -0.139
-0.213 0.619 1.010
0.026 0.245 0.388
-0.176 -0.742 0.641
0.429 0.859 0.218
0.052 0.472 -0.837
-0.025 -1.021 -0.271
-0.906 -0.607 0.127
-0.329 -0.379 -0.794
-0.218 -0.143 0.218
-0.594 0.025 0.226
0.330 0.323 0.312
0.060 -0.024 0.244
-0.804 0.476 -0.374
-0.092 -0.047 -0.078
0.146 0.120 -0.449
-0.710 -0.300 0.196
0.591 0.934 0.006
-0.752 -0.123 0.161
-1.732 0.929 -0.266
0.802 -0.370 1.011
1.198 -0.493 -0.790
0.340 -0.262 0.699
-1.053 0.256 0.857
0.073 0.042 -0.271
0.544 -0.123 0.361
0.222 -0.114 -0.234
0.548 2.324 -0.575
0.822 -0.028 -1.105
-1.572 -0.596 0.573
-1.395 -0.249 1.558
-0.112 0.260 -1.559
0.091 -1.414 0.340
0.678 0.219 0.474
-0.333 1.812 -1.931
-0.553 0.603 -0.608
-2.603 -1.020 1.241
-0.073 -0.346 -0.132
0.412 0.081 -0.076
0.074 0.286 -0.587
0.173 -0.020 -0.330
0.526 -0.444 0.342
0.022 -0.648 0.537
0.851 -0.140 -0.095
0.741 -0.197 -0.068
-0.449 -0.907 0.705
0.636 0.116 -0.127
-0.604 0.597 0.070
0.127 -0.845 -0.065
-0.535 1.015 0.282
0.940 -0.616 -1.154
-0.651 -0.319 0.410
0.872 0.584 0.148
-0.343 0.188 -0.433
0.059 -0.699 0.990
-0.514 1.394 -0.377
0.140 -0.354 1.067
0.692 -0.498 -0.046
-0.721 0.923 0.010
0.881 0.506 -0.288
-0.045 -0.023 0.476
-0.064 -0.404 -0.680
-0.004 0.979 -0.093
0.211 -1.105 0.116
-0.254 0.716 -0.402
-0.006 -0.707 -0.231
0.136 1.043 -0.289
0.075 0.227 0.336
-0.033 0.495 -0.208
-0.448 -0.728 0.044
0.080 0.253 -0.302
0.022 -0.009 0.185
-0.061 -0.448 -0.400
-0.244 -0.134 0.084
-0.042 -0.091 -0.159
-0.497 -0.594 -0.470
0.242 -0.700 0.267
0.328 0.102 -0.181
-0.189 0.385 -0.164
-0.035 -0.180 0.532
-0.026 -0.239 0.262
0.441 -0.321 0.332